{
  "formula": "C2H6N3OS",
  "method": "ωB97M-V/def2-TZVPD",
  "symbols": ["C", "C", "N", "N", "N", "O", "S", "H", "H", "H", "H", "H", "H"],
  "coordinates": [[-0.8088, 0.1381, -0.0122], [1.4312, 0.7325, 0.0234], [-0.0170, 1.1381, 0.2380], [-0.1411, -1.0142, -0.0378], [1.3237, -0.7461, -0.0704], [-3.3797, -1.0556, -0.1578], [-2.5247, 0.4257, -0.1666], [1.7864, 1.1097, -0.8707], [2.0681, 1.1355, 0.8302], [-0.2148, 2.1468, 0.2690], [-2.7764, -1.5036, 0.2829], [1.4773, -1.1750, -0.9236], [1.7757, -1.3318, 0.5958]],
  "forces_ev_per_a": [[0.562, -3.376, 0.114], [-1.281, 0.701, 1.985], [3.243, 3.184, 0.015], [-2.210, -0.875, -0.315], [-3.028, 1.621, 1.486], [-2.269, 5.204, -3.421], [-0.926, -0.139, -0.093], [0.661, 0.692, -1.967], [-0.333, -0.723, -0.148], [-0.178, -0.890, -0.108], [4.033, -4.826, 3.743], [1.281, -0.378, -2.643], [0.445, -0.194, 1.353]],
  "total_charge": 1,
  "smiles": "OSC1=N[NH2+]CN1",
  "homo_energy_ev": -13.59,
  "total_energy_ha": -717.13388,
  "e_above_lowest_ev": 4.015
}



{
  "formula": "C5H12NO2",
  "method": "ωB97M-V/def2-TZVPD",
  "symbols": ["C", "O", "C", "C", "C", "C", "N", "H", "H", "H", "H", "H", "H", "H", "H", "H", "H", "H", "H", "O"],
  "coordinates": [[-1.6210, 1.3272, -0.1115], [-2.8376, 0.8288, -0.3241], [-0.4211, 0.3169, 0.2726], [0.9778, 0.9131, 0.6849], [1.9048, -0.2806, 0.4449], [2.4675, -0.9498, 1.4021], [2.2059, -0.5060, -0.9222], [-1.6338, 1.8814, 0.8255], [-1.1526, 1.7334, -0.9993], [-0.3180, -0.4591, -0.5005], [-0.8478, -0.3929, 0.9870], [1.1719, 1.9558, 0.2204], [1.0015, 1.0701, 1.8053], [3.3366, -1.5646, 1.2606], [2.3745, -0.7562, 2.4937], [1.5408, -0.0447, -1.4211], [2.8278, -1.1236, -1.2752], [-2.6178, -0.4999, -0.9263], [-1.6061, -1.5833, -0.3778], [-2.0832, -1.4083, -1.1503]],
  "forces_ev_per_a": [[1.445, -1.707, 0.985], [-0.849, -0.747, -0.393], [-0.900, -0.570, -0.362], [-1.592, -0.628, 1.084], [0.765, 2.159, -2.512], [1.679, -0.873, 3.475], [-1.083, 2.135, 4.181], [0.289, 1.506, -0.046], [0.103, 1.553, -0.493], [0.593, 1.081, -0.588], [0.306, 0.513, 1.176], [0.104, -2.017, 0.201], [-0.123, 0.050, -1.186], [-0.051, -0.796, -0.622], [-0.466, 0.305, -1.042], [-1.621, 0.915, -2.582], [1.790, -2.225, -1.015], [0.901, -0.396, 0.264], [0.704, -0.527, 1.628], [-1.993, 0.268, -2.151]],
  "total_charge": -1,
  "homo_energy_ev": -3.24,
  "total_energy_ha": -402.87851,
  "e_above_lowest_ev": 4.108
}



{
  "formula": "C27H34BN2",
  "method": "ωB97M-V/def2-TZVPD",
  "symbols": ["C", "C", "N", "C", "C", "C", "C", "C", "C", "C", "C", "B", "H", "H", "H", "H", "H", "H", "H", "H", "H", "H", "H", "H", "H", "H", "H", "H", "H", "H", "C", "N", "C", "C", "C", "C", "C", "C", "C", "C", "C", "C", "C", "C", "C", "C", "C", "C", "H", "H", "H", "H", "H", "H", "H", "H", "H", "H", "H", "H", "H", "H", "H", "H"],
  "coordinates": [[-2.6255, 4.5686, 10.7002], [-1.1593, 4.2515, 10.4933], [-0.4663, 3.9490, 11.8201], [1.0226, 3.8206, 11.5169], [1.8624, 3.7352, 12.7752], [-0.6536, 5.1110, 12.7377], [-0.2291, 6.3525, 12.2839], [-0.3725, 7.4722, 13.1086], [-0.9316, 7.3265, 14.3817], [-1.3382, 6.0714, 14.8316], [-1.1939, 4.9467, 14.0023], [-1.0376, 2.5341, 12.3624], [-1.0302, 1.6479, 11.3352], [-3.0890, 4.7180, 9.7199], [-3.1573, 3.7585, 11.2102], [-2.7633, 5.4935, 11.2735], [-1.0120, 3.3727, 9.8577], [-0.6393, 5.1007, 10.0377], [1.1315, 2.9296, 10.8936], [1.3058, 4.6995, 10.9270], [2.9130, 3.6512, 12.4780], [1.7711, 4.6363, 13.3940], [1.6109, 2.8618, 13.3849], [0.2189, 6.4514, 11.2910], [-0.0429, 8.4436, 12.7394], [-1.0458, 8.2016, 15.0221], [-1.7707, 5.9443, 15.8254], [-1.5035, 3.9633, 14.3587], [-0.3162, 2.1185, 13.2526], [-2.1910, 2.6581, 12.7397], [2.1706, 1.9635, 6.7967], [1.0304, 1.2535, 7.3512], [0.7341, 1.1699, 8.6761], [-0.3730, 0.3093, 8.8706], [-0.9346, -0.0072, 10.1239], [-2.1072, -0.8551, 10.2420], [-3.2640, -0.6685, 9.4418], [-4.3436, -1.5457, 9.5240], [-4.3112, -2.6413, 10.3928], [-5.4614, -3.6044, 10.4392], [-3.1841, -2.8288, 11.2029], [-2.1246, -1.9329, 11.1604], [-0.6990, -0.2143, 7.5290], [-1.4849, -1.2484, 7.0351], [-1.5279, -1.4882, 5.6520], [-0.7172, -0.7629, 4.7617], [0.1731, 0.2051, 5.2498], [0.1545, 0.4529, 6.6137], [2.1301, 1.9018, 5.7093], [2.1491, 3.0165, 7.1086], [3.1202, 1.5271, 7.1429], [1.3238, 1.6771, 9.4301], [-0.2435, 0.0162, 10.9761], [-3.3052, 0.1759, 8.7514], [-5.2251, -1.3936, 8.8975], [-5.2662, -4.3948, 11.1682], [-6.3843, -3.0896, 10.7291], [-5.6417, -4.0707, 9.4627], [-3.1496, -3.6901, 11.8726], [-1.2609, -2.0673, 11.8163], [-2.0441, -1.8792, 7.7228], [-2.1942, -2.2594, 5.2630], [-0.7787, -0.9573, 3.6909], [0.8497, 0.7574, 4.5980]],
  "forces_ev_per_a": [[-0.367, 0.067, -0.256], [0.055, 0.055, 0.545], [0.244, 0.073, -0.710], [-0.479, 0.140, 0.396], [0.423, -0.075, 0.104], [0.066, -0.387, -0.155], [-0.016, 0.506, 0.233], [0.005, -0.394, -0.172], [-0.005, 0.044, -0.008], [0.133, -0.167, -0.372], [-0.118, 0.209, 0.366], [-0.349, -1.223, -0.397], [-0.040, 1.666, 1.188], [0.028, -0.002, 0.109], [0.200, 0.190, -0.160], [0.067, -0.238, -0.128], [-0.040, 0.088, 0.166], [-0.114, -0.150, 0.003], [-0.078, 0.138, 0.196], [0.017, -0.206, 0.043], [-0.098, 0.001, 0.060], [-0.019, -0.225, -0.201], [0.028, 0.241, -0.186], [-0.197, 0.134, 0.443], [-0.121, -0.229, 0.208], [0.026, -0.255, -0.160], [0.154, 0.097, -0.310], [0.124, 0.354, -0.209], [-0.208, 0.063, -0.322], [0.436, -0.054, -0.206], [0.406, 0.387, 0.113], [-0.147, 0.185, 1.719], [0.014, -0.479, -1.323], [-0.237, 0.194, 0.038], [1.201, -1.670, -0.547], [-0.875, 0.043, 0.221], [0.009, -0.093, 0.078], [0.396, 0.434, -0.052], [0.212, -0.078, -0.074], [-0.076, -0.098, 0.146], [0.068, 0.128, -0.057], [0.332, 0.351, 0.014], [0.284, 0.562, -0.418], [-0.341, -0.296, -0.468], [0.277, 0.160, 0.383], [0.097, 0.393, 0.386], [-0.375, -0.276, -0.284], [-0.160, -0.629, 0.492], [0.049, 0.114, 0.231], [-0.063, -0.288, -0.186], [-0.400, 0.005, -0.133], [-0.109, 0.019, -0.278], [-0.551, 0.123, -0.339], [0.011, -0.228, 0.201], [0.283, 0.045, 0.181], [-0.103, 0.074, -0.125], [0.136, -0.071, -0.047], [0.093, 0.134, 0.159], [0.031, 0.314, -0.143], [-0.279, -0.039, -0.160], [-0.029, 0.199, -0.339], [0.265, 0.183, 0.147], [0.078, 0.038, 0.320], [-0.256, -0.303, 0.033]],
  "total_charge": 1,
  "homo_energy_ev": -11.27,
  "total_energy_ha": -1183.33969,
  "e_above_lowest_ev": 0.994
}



{
  "formula": "C4H11N4",
  "method": "ωB97M-V/def2-TZVPD",
  "symbols": ["C", "C", "C", "C", "N", "N", "N", "N", "H", "H", "H", "H", "H", "H", "H", "H", "H", "H", "H"],
  "coordinates": [[0.2064, 1.3924, 1.7196], [0.6644, 0.1649, 2.4037], [0.7863, 0.2992, 0.8940], [-0.1343, -0.3766, -0.0121], [-0.3080, -1.9678, -1.6963], [0.3686, -1.3112, -0.8192], [-0.8677, 0.6433, -1.2885], [-1.4290, -0.2848, -2.0412], [-0.7963, 1.4597, 1.7356], [0.6636, 2.3013, 1.9826], [1.5918, 0.1795, 2.8356], [-0.0199, -0.6159, 2.6193], [1.8306, 0.6228, 0.6224], [-1.0337, -0.7471, 0.3512], [0.0467, -2.3622, -2.5320], [-0.1305, 1.2143, -1.6529], [-1.7413, -0.1043, -2.9422], [-2.1887, -0.7595, -1.5835], [1.3713, -1.2017, -1.1580]],
  "forces_ev_per_a": [[1.052, -0.919, 1.217], [-1.162, -0.493, -2.054], [2.014, 2.051, -0.141], [-0.359, 1.489, -1.051], [-4.307, 0.716, 2.662], [6.044, -2.431, -4.240], [-0.116, -0.966, 3.159], [0.096, -0.533, 0.482], [-3.438, 0.425, -0.332], [0.963, 0.890, -0.292], [1.896, -0.187, 1.450], [-0.552, -0.262, 0.962], [-1.215, -1.063, -0.613], [-1.761, -0.180, 1.346], [1.818, -0.008, -0.665], [0.370, 0.085, -1.224], [0.202, 0.817, -2.419], [-0.327, 0.051, 0.548], [-1.218, 0.518, 1.205]],
  "total_charge": 1,
  "smiles": "[H]/N=[NH+]/[C@H](NN)C1CC1",
  "homo_energy_ev": [-13.54, -13.54],
  "total_energy_ha": -377.58441,
  "e_above_lowest_ev": 6.594
}



{
  "formula": "C24H28F2GeLiN4",
  "method": "ωB97M-V/def2-TZVPD",
  "symbols": ["Li", "F", "C", "F", "H", "C", "Ge", "C", "C", "C", "C", "C", "C", "C", "C", "C", "C", "C", "C", "C", "C", "C", "C", "H", "H", "H", "H", "H", "H", "H", "H", "H", "H", "H", "H", "H", "H", "H", "C", "N", "C", "N", "C", "N", "C", "N", "C", "C", "H", "H", "H", "H", "H", "H", "H", "H", "H", "H", "H", "H"],
  "coordinates": [[0.1762, 0.0310, -0.0500], [1.9791, 0.7421, -1.6446], [2.1164, 0.6319, -0.1813], [3.1140, -0.3540, -0.0357], [2.6503, 1.5623, 0.0453], [-0.9556, -1.1878, -3.6587], [-0.4220, -1.7881, -1.8740], [-1.9194, -2.8457, -1.1560], [-2.3767, -3.9241, -1.9157], [-3.4272, -4.7114, -1.4604], [-4.0349, -4.4292, -0.2430], [-3.5894, -3.3603, 0.5219], [-2.5366, -2.5757, 0.0652], [1.1647, -2.8964, -2.0580], [1.7967, -2.9223, -3.2751], [2.9454, -3.7186, -3.4857], [3.4589, -4.4585, -2.4627], [2.8577, -4.4399, -1.1781], [3.3998, -5.1873, -0.1017], [2.8281, -5.1486, 1.1361], [1.6794, -4.3557, 1.3571], [1.1372, -3.6308, 0.3365], [1.7035, -3.6468, -0.9646], [-0.9270, -2.0508, -4.3263], [-0.2819, -0.4194, -4.0388], [-1.9713, -0.7955, -3.6379], [-1.9041, -4.1617, -2.8639], [-3.7693, -5.5493, -2.0557], [-4.8527, -5.0454, 0.1099], [-4.0582, -3.1407, 1.4735], [-2.1936, -1.7507, 0.6806], [1.4227, -2.3259, -4.0992], [3.4170, -3.7279, -4.4603], [4.3460, -5.0635, -2.6128], [4.2853, -5.7876, -0.2810], [3.2533, -5.7188, 1.9527], [1.2303, -4.3231, 2.3425], [0.2521, -3.0338, 0.5210], [-2.5253, 1.3744, 0.3927], [-3.4194, 2.5146, 0.2254], [-2.7643, 3.6993, 0.7991], [-1.4740, 3.9826, 0.1634], [-0.6067, 2.8199, 0.3318], [-1.2091, 1.5952, -0.2530], [-1.4524, 1.8618, -1.6935], [-2.3290, 3.0096, -1.8978], [-3.6009, 2.7472, -1.2136], [-1.7050, 4.1827, -1.2724], [-2.9881, 0.4882, -0.0473], [-2.3678, 1.1989, 1.4589], [-2.6061, 3.5358, 1.8659], [-3.4205, 4.5614, 0.6722], [-0.4248, 2.6477, 1.3926], [0.3508, 2.9957, -0.1565], [-1.9144, 0.9789, -2.1377], [-0.4901, 2.0357, -2.1782], [-4.0715, 1.8690, -1.6588], [-4.2609, 3.6045, -1.3509], [-2.3567, 5.0466, -1.4109], [-0.7509, 4.3810, -1.7612]],
  "forces_ev_per_a": [[0.191, 0.646, 0.217], [-0.129, 0.021, 0.096], [-0.002, -0.384, -0.127], [-0.095, 0.135, -0.039], [0.055, 0.082, 0.059], [0.047, 0.208, -0.001], [-0.104, -0.582, -0.401], [-0.029, 0.060, 0.120], [-0.059, 0.018, 0.110], [0.026, 0.028, -0.002], [0.022, 0.005, -0.029], [0.032, 0.004, -0.038], [-0.054, -0.130, -0.115], [0.077, 0.085, 0.248], [0.071, -0.054, 0.012], [-0.039, 0.047, 0.002], [-0.006, 0.000, 0.025], [-0.016, 0.009, 0.014], [-0.001, 0.016, -0.044], [-0.053, 0.032, 0.026], [0.066, -0.049, 0.003], [0.018, 0.025, -0.118], [0.018, -0.046, -0.035], [-0.020, 0.012, -0.023], [-0.025, -0.043, -0.012], [0.004, -0.018, -0.014], [-0.026, -0.006, 0.031], [0.003, 0.016, 0.015], [0.020, 0.015, -0.009], [0.012, 0.000, -0.018], [0.014, 0.030, 0.019], [0.015, -0.022, 0.017], [-0.004, 0.001, 0.018], [-0.022, 0.006, 0.008], [-0.031, 0.024, 0.004], [-0.014, 0.015, -0.022], [0.019, -0.003, -0.033], [-0.001, -0.001, 0.008], [0.026, 0.175, -0.095], [0.080, 0.043, -0.030], [0.039, -0.061, -0.065], [-0.040, -0.069, -0.043], [-0.093, -0.003, -0.066], [-0.089, -0.250, 0.024], [-0.020, 0.072, 0.057], [-0.003, 0.001, 0.106], [0.103, 0.016, 0.037], [-0.017, -0.076, 0.045], [0.000, -0.009, -0.018], [0.013, -0.006, 0.030], [0.000, -0.013, 0.028], [-0.006, 0.003, -0.012], [-0.013, -0.001, 0.051], [0.032, 0.005, -0.025], [-0.020, -0.013, 0.014], [0.018, -0.008, 0.008], [0.000, -0.021, -0.007], [-0.005, 0.015, -0.003], [-0.009, 0.001, 0.007], [0.025, -0.003, -0.014]],
  "s2": 0.75,
  "multiplicity": 2,
  "homo_energy_ev": [-7.25, -7.22],
  "total_energy_ha": -3434.46244
}



{
  "formula": "C13H17F13NO7PS",
  "method": "ωB97M-V/def2-TZVPD",
  "symbols": ["C", "C", "O", "C", "C", "C", "N", "O", "C", "O", "O", "C", "C", "C", "C", "F", "F", "C", "F", "F", "C", "F", "F", "C", "F", "F", "S", "F", "F", "F", "F", "F", "P", "O", "O", "O", "H", "H", "H", "H", "H", "H", "H", "H", "H", "H", "H", "H", "H", "H", "H", "H", "H"],
  "coordinates": [[1.4489, -3.5645, 1.7429], [0.0595, -2.8785, 1.4404], [0.0251, -2.6062, 0.0381], [-1.2759, -2.7306, -0.5385], [-1.8761, -1.3106, -0.7127], [-3.4395, -1.6513, -0.8512], [-4.0361, -1.7472, 0.5158], [-1.8765, -0.4688, 0.4493], [-2.2077, 0.7763, -0.0855], [-2.5675, 1.6422, 0.5663], [-1.9910, 0.8003, -1.4509], [-1.2838, -0.4054, -1.8104], [0.2563, -0.3171, -1.9239], [0.9295, 0.4513, -0.7326], [1.3236, 1.8703, -1.1616], [0.3213, 2.3643, -1.9505], [2.4201, 1.8879, -1.9490], [1.4461, 2.8966, 0.0170], [1.2955, 4.1213, -0.5529], [0.4674, 2.7899, 0.9224], [2.8991, 2.9315, 0.6584], [3.5265, 1.7492, 0.5860], [3.6024, 3.7325, -0.1808], [2.9802, 3.6417, 2.0501], [2.1100, 4.6284, 2.1672], [4.1744, 4.2479, 2.1043], [2.8691, 2.5461, 3.5758], [3.6938, 3.6509, 4.4202], [4.2542, 1.8279, 3.2674], [1.9988, 1.4381, 2.8302], [1.5304, 3.3178, 4.0310], [2.7534, 1.6744, 4.9051], [-1.8495, -0.7553, -3.5697], [-1.3222, 0.2344, -4.5035], [-1.3064, -2.2196, -4.0475], [-3.4681, -0.7771, -3.7240], [1.8840, -3.0287, 2.6015], [2.0991, -3.5571, 0.8549], [1.2566, -4.6070, 2.0448], [-0.7202, -3.5867, 1.7713], [-0.0218, -1.9620, 2.0525], [-1.9664, -3.3458, 0.0630], [-1.1322, -3.2245, -1.5209], [-3.6173, -2.6322, -1.3233], [-3.9671, -0.8280, -1.3631], [-4.5869, -0.8995, 0.6481], [-4.7474, -2.4789, 0.4990], [0.6479, -1.3497, -1.9679], [0.5589, 0.1381, -2.8843], [0.3457, 0.3994, 0.1968], [1.8712, -0.1016, -0.5430], [-2.0150, -2.8688, -3.8784], [-3.7743, 0.1441, -3.7939]],
  "forces_ev_per_a": [[-1.113, 0.315, 0.396], [1.574, -0.632, 0.488], [-0.922, -0.757, 0.430], [1.162, 1.378, 0.372], [-1.882, -2.526, -0.134], [-0.372, 0.631, 0.401], [-0.411, -0.235, -0.704], [0.720, 0.811, -1.555], [1.949, -3.419, -1.418], [-1.506, 3.380, 1.854], [0.564, 0.268, 0.682], [-1.128, -0.973, -0.637], [0.174, 0.268, 0.516], [0.973, -0.972, -0.680], [-1.663, -0.474, 0.245], [0.071, 0.091, 0.292], [0.231, -0.043, 0.455], [0.898, 0.943, -0.826], [-0.062, -0.120, 0.278], [0.114, -0.672, 0.069], [-0.326, 0.692, -1.407], [-0.415, -0.281, 0.790], [-0.006, 0.031, 0.293], [1.202, 0.470, 0.020], [-0.719, -0.190, -0.480], [0.386, -0.595, -0.002], [-0.271, 0.798, 2.670], [-0.354, -0.474, -0.431], [-0.723, -0.060, -0.600], [0.506, 0.294, -0.173], [0.280, -0.817, -0.349], [0.105, 0.159, -0.562], [0.159, 0.520, -1.922], [0.530, 0.569, 0.385], [-1.649, 0.417, 1.377], [0.688, -0.562, 0.845], [0.267, -0.373, -0.452], [-0.220, 0.175, 0.449], [0.324, 0.344, -0.165], [-0.024, 0.454, -0.451], [-0.202, -0.186, -0.510], [0.422, 0.261, -0.008], [-0.283, 0.461, 0.307], [0.243, 0.621, -0.370], [0.386, -0.676, -0.291], [0.364, -0.132, 0.371], [0.298, 0.073, 0.018], [-0.327, 0.433, 0.230], [-0.395, -0.009, 0.473], [0.172, 0.295, -0.409], [-0.383, 0.440, 0.170], [0.451, -0.136, -0.220], [0.142, -0.277, -0.124]],
  "smiles": "CCOC[C@@]1(CN)OC(=O)O[C@]1(CCC(F)(F)C(F)(F)C(F)(F)C(F)(F)S(F)(F)(F)(F)F)P(=O)(O)O",
  "homo_energy_ev": -10.00,
  "total_energy_ha": -3124.79328
}